Arrangement i

The following is a DFT calculation (ωB97M-V with the def2-TZVPD basis set) of a structure of composition C4H6S.

```
! RIJCOSX wB97M-V def2-TZVPD def2/J DEFGRID3
* xyz 0 1
C 0.54 -0.51 -1.38
C -0.20 -0.99 -0.04
C -0.67 0.13 0.84
C -0.22 1.43 0.92
H 0.07 0.96 -1.38
H 0.07 -1.44 -2.30
H 1.88 -0.77 -1.21
H -1.32 -0.44 1.73
H 0.71 2.16 0.44
H -0.50 2.02 1.85
S -0.38 -2.56 0.52
*
```

The gap between HOMO and LUMO is 7.82 eV. As for the lowest unoccupied orbital energy: -1.00 eV. The HOMO energy comes out at -0.3241 Eh.

---

Arrangement ii

The following is a DFT calculation (ωB97M-V with the def2-TZVPD basis set) of the molecule C4H6S.

```
! RIJCOSX wB97M-V def2-TZVPD def2/J DEFGRID3
* xyz 0 1
C 1.82 -0.33 -0.23
C 0.70 -0.63 0.41
C -0.53 -0.19 -0.30
C -1.47 0.87 0.16
S -2.32 -0.78 -0.09
H 2.77 -0.85 0.03
H 2.09 0.49 -0.92
H 0.64 -1.04 1.47
H -0.41 -0.29 -1.36
H -1.40 1.14 1.30
H -1.89 1.61 -0.48
*
```

The gap between HOMO and LUMO is 9.56 eV. As for the lowest unoccupied orbital energy: 0.79 eV. Its SMILES is C=C[C@@H]1CS1. The HOMO energy comes out at -0.3221 Eh.

---

Relative to the most stable one, in eV, the structures come out at arrangement i 4.105; arrangement ii 0.000.

---

Arrangement i

The following is a DFT calculation (ωB97M-V with the def2-TZVPD basis set) of a cluster of 2 separate species, C9H11O3 in total.

```
! RIJCOSX wB97M-V def2-TZVPD def2/J DEFGRID3
* xyz -1 1
C 1.47 -2.23 0.51
C 0.60 1.36 1.07
C 1.65 2.02 0.41
C 0.53 0.01 1.01
C 1.48 -0.75 0.30
C 2.55 1.32 -0.34
C 2.46 -0.07 -0.39
O 1.69 3.40 0.61
H -0.08 1.96 1.66
H -0.24 -0.54 1.53
H 3.28 1.85 -0.94
H 1.50 3.90 -0.19
H 2.27 -2.79 0.03
H 0.56 -2.67 0.09
H 3.25 -0.59 -0.93
H 1.52 -2.46 1.57
C -3.12 -1.10 -0.99
C -3.96 0.16 -0.60
O -4.65 0.67 -1.51
O -3.85 0.53 0.60
H -3.06 -1.03 -2.08
H -3.75 -1.94 -0.80
H -2.10 -1.03 -0.61
*
```

The gap between HOMO and LUMO is 6.63 eV. As for the lowest unoccupied orbital energy: 2.90 eV. The HOMO energy comes out at -0.1372 Eh.

---

Arrangement ii

The following is a DFT calculation (ωB97M-V with the def2-TZVPD basis set) of a cluster of 2 separate species, C9H11O3 in total.

```
! RIJCOSX wB97M-V def2-TZVPD def2/J DEFGRID3
* xyz -1 1
C 0.79 -4.07 -0.67
C 2.17 -3.41 -0.64
O 2.24 -2.20 -0.23
O 3.09 -4.05 -1.16
H 0.02 -3.45 -0.22
H 0.78 -5.10 -0.29
H 0.51 -4.17 -1.71
C -1.37 3.99 -0.16
C 0.81 1.00 0.63
C 0.33 2.27 0.44
C -0.08 -0.10 0.65
C -1.03 2.58 0.22
C -1.44 0.21 0.50
C -1.89 1.50 0.28
O 0.32 -1.33 0.99
H 1.86 0.79 0.79
H 1.06 3.07 0.41
H 1.18 -1.59 0.32
H -2.10 -0.65 0.53
H -0.60 4.47 -0.77
H -1.41 4.61 0.72
H -2.96 1.62 0.12
H -2.29 4.02 -0.75
*
```

The gap between HOMO and LUMO is 7.83 eV. As for the lowest unoccupied orbital energy: 3.19 eV. The HOMO energy comes out at -0.1705 Eh.

---

Relative to the most stable one, in eV, the structures come out at arrangement i 1.062; arrangement ii 0.000.

---

Arrangement i

The following is a DFT calculation (ωB97M-V with the def2-TZVPD basis set) of a structure of composition C9H11O3.

```
! RIJCOSX wB97M-V def2-TZVPD def2/J DEFGRID3
* xyz -1 1
C -2.06 -3.49 -2.44
C -2.10 -1.91 -2.63
O -1.55 -1.12 -1.79
O -2.79 -1.54 -3.63
H -1.61 -3.82 -1.51
H -1.55 -3.98 -3.34
H -3.06 -4.06 -2.50
C 2.04 3.11 2.06
C 0.09 -0.26 0.54
C 0.41 -0.14 1.89
C 0.47 0.69 -0.44
C 1.11 0.94 2.42
C 0.88 1.86 0.16
C 1.18 2.00 1.45
O -0.14 -1.48 0.13
H -0.71 -1.24 -0.89
H -0.06 -0.80 2.54
H 0.28 0.72 -1.39
H 1.39 1.11 3.49
H 0.97 2.84 -0.51
H 2.70 2.89 2.84
H 1.43 4.04 2.33
H 2.71 3.63 1.24
*
```

The gap between HOMO and LUMO is 7.51 eV. As for the lowest unoccupied orbital energy: 3.44 eV. The HOMO energy comes out at -0.1494 Eh.

---

Arrangement ii

The following is a DFT calculation (ωB97M-V with the def2-TZVPD basis set) of a cluster of 2 separate species, C9H11O3 in total.

```
! RIJCOSX wB97M-V def2-TZVPD def2/J DEFGRID3
* xyz -1 1
C -0.68 -1.95 -1.02
C 0.19 -1.45 -2.20
O 0.44 -2.30 -3.08
O 0.55 -0.25 -2.13
H -1.69 -1.55 -0.97
H -0.24 -1.60 -0.08
H -0.83 -3.03 -1.02
C 0.17 -1.07 3.11
C -0.19 1.75 -0.07
C 1.04 1.54 0.52
C -1.33 1.33 0.61
C 1.15 0.70 1.61
C -1.21 0.42 1.66
C 0.04 0.07 2.15
O -0.26 2.50 -1.22
H 1.94 1.90 0.00
H -0.41 1.87 -1.94
H -2.28 1.56 0.12
H 2.16 0.44 1.92
H -2.13 0.06 2.10
H -0.13 -0.76 4.13
H 1.21 -1.36 3.29
H -0.39 -1.96 2.83
*
```

The gap between HOMO and LUMO is 7.53 eV. As for the lowest unoccupied orbital energy: 3.37 eV. The HOMO energy comes out at -0.1528 Eh.

---

Relative to the most stable one, in eV, the structures come out at arrangement i 1.919; arrangement ii 0.000.

---

Arrangement i

The following is a DFT calculation (ωB97M-V with the def2-TZVPD basis set) of a cluster of 2 separate species, C11H12NO2 in total.

```
! RIJCOSX wB97M-V def2-TZVPD def2/J DEFGRID3
* xyz -1 1
C 0.13 3.17 -2.08
C 0.91 1.64 -0.29
C -0.58 0.02 -0.18
C -0.12 2.04 -1.16
C -1.08 1.00 -1.06
C -1.38 -1.02 0.29
C -2.63 -1.19 -0.31
C -2.35 0.81 -1.64
C -3.11 -0.29 -1.27
N 0.61 0.45 0.31
H 1.21 0.07 1.06
H 1.82 2.21 -0.16
H -1.18 -1.61 1.17
H -0.67 3.92 -2.14
H 0.24 2.88 -3.13
H -3.18 -2.03 0.09
H -2.68 1.51 -2.40
H -4.08 -0.46 -1.73
H 1.08 3.68 -1.89
C 2.72 -3.00 2.35
C 1.95 -1.65 2.41
O 2.61 -0.69 1.90
O 0.82 -1.62 2.92
H 3.19 -3.14 1.37
H 2.11 -3.84 2.66
H 3.64 -2.86 2.92
*
```

The gap between HOMO and LUMO is 7.79 eV. As for the lowest unoccupied orbital energy: 3.39 eV. The HOMO energy comes out at -0.1619 Eh.

---

Arrangement ii

The following is a DFT calculation (ωB97M-V with the def2-TZVPD basis set) of a cluster of 2 separate species, C11H12NO2 in total.

```
! RIJCOSX wB97M-V def2-TZVPD def2/J DEFGRID3
* xyz -1 1
C 1.34 -3.91 -0.06
C 2.70 -3.59 -0.88
O 2.69 -4.08 -2.03
O 3.44 -2.80 -0.30
H 0.60 -3.97 -0.81
H 1.19 -3.20 0.74
H 1.57 -4.89 0.42
C -2.83 2.49 1.42
C 0.17 1.63 -0.67
C -0.88 1.31 0.32
C -1.74 2.48 0.48
C -1.08 3.62 -0.08
C 0.98 -0.62 -0.59
C 1.20 0.68 -1.05
C -0.22 -1.06 0.16
C -1.07 -0.06 0.61
N -0.05 3.08 -0.93
H 1.70 -1.57 -0.84
H 2.10 0.89 -1.64
H -0.44 -2.08 0.34
H -1.83 -0.38 1.37
H 0.78 3.57 -1.11
H -1.13 4.62 0.15
H -2.61 1.75 2.20
H -3.65 2.60 0.77
H -2.90 3.50 2.00
*
```

The gap between HOMO and LUMO is 6.82 eV. As for the lowest unoccupied orbital energy: 2.86 eV. The HOMO energy comes out at -0.1455 Eh.

---

Arrangement iii

The following is a DFT calculation (ωB97M-V with the def2-TZVPD basis set) of a cluster of 2 separate species, C11H12NO2 in total.

```
! RIJCOSX wB97M-V def2-TZVPD def2/J DEFGRID3
* xyz -1 1
C -0.87 -3.34 -1.51
C -0.97 -0.71 -1.84
C -0.49 -0.09 0.23
C -0.95 -1.88 -1.11
C -0.60 -1.56 0.23
C -0.33 0.61 1.41
C -0.01 0.00 2.58
C -0.46 -2.12 1.48
C 0.02 -1.42 2.58
N -0.76 0.36 -1.03
H -0.38 1.39 -1.24
H -1.10 -0.47 -2.89
H -0.46 1.71 1.35
H 0.12 -3.53 -1.89
H -1.61 -3.70 -2.26
H 0.32 0.54 3.48
H -0.67 -3.21 1.61
H 0.31 -1.95 3.45
H -0.92 -4.06 -0.71
C 1.56 3.48 0.10
C 1.28 3.16 -1.36
O 0.09 2.71 -1.67
O 2.09 3.36 -2.27
H 0.66 3.99 0.39
H 2.39 4.16 0.20
H 1.77 2.58 0.70
*
```

The gap between HOMO and LUMO is 7.82 eV. As for the lowest unoccupied orbital energy: 3.39 eV. The HOMO energy comes out at -0.1626 Eh.

---

Relative to the most stable one, in eV, the structures come out at arrangement i 0.000; arrangement ii 3.017; arrangement iii 0.630.

---

Arrangement i

The following is a DFT calculation (ωB97M-V with the def2-TZVPD basis set) of the molecule C4H5FO2S.

```
! RIJCOSX wB97M-V def2-TZVPD def2/J DEFGRID3
* xyz 0 1
O -0.71 -1.91 1.44
C 0.44 -1.77 1.01
O 1.02 -0.62 0.66
C 0.19 0.40 0.35
C 0.40 1.57 0.89
F 1.27 1.48 1.91
C -0.69 0.32 -0.85
S 0.23 -0.23 -2.26
H 1.32 -2.48 0.78
H 0.03 2.61 0.58
H -1.13 1.36 -0.85
H -1.42 -0.46 -0.67
H -0.96 -0.27 -2.98
*
```

The gap between HOMO and LUMO is 10.12 eV. As for the lowest unoccupied orbital energy: 0.60 eV. Its SMILES is O=CO/C(=C\F)CS. The HOMO energy comes out at -0.3500 Eh.

---

Arrangement ii

The following is a DFT calculation (ωB97M-V with the def2-TZVPD basis set) of a cluster of 2 separate species, C4H5FO2S in total.

```
! RIJCOSX wB97M-V def2-TZVPD def2/J DEFGRID3
* xyz 0 1
O 1.64 -2.37 -2.96
C 1.99 -1.91 -1.90
C 1.12 -1.07 -1.03
C 1.34 -0.38 0.07
C 0.18 0.41 0.57
O 0.32 1.32 1.36
H 3.10 -2.21 -1.50
H 0.11 -1.18 -1.30
H 2.33 -0.02 0.43
H -0.73 0.22 0.02
F -3.71 1.22 2.53
S -4.42 2.53 1.74
H -3.27 3.43 1.98
*
```

The gap between HOMO and LUMO is 8.88 eV. As for the lowest unoccupied orbital energy: -1.02 eV. Its SMILES is O=C/C=C/C=O.FS. The HOMO energy comes out at -0.3636 Eh.

---

Arrangement iii

The following is a DFT calculation (ωB97M-V with the def2-TZVPD basis set) of the molecule C4H5FO2S.

```
! RIJCOSX wB97M-V def2-TZVPD def2/J DEFGRID3
* xyz 0 1
C 1.76 0.79 0.17
O 0.24 0.68 -0.09
C -0.52 -0.42 0.10
C -0.09 -1.66 -0.09
F 1.22 -2.18 -0.23
C -1.93 0.05 -0.10
O -1.93 1.46 -0.28
S -3.20 -0.90 0.06
H 2.01 2.05 0.43
H 2.31 0.58 -0.92
H 2.04 0.14 1.00
H -0.93 -2.41 0.16
H -0.98 1.82 -0.22
*
```

The gap between HOMO and LUMO is 8.87 eV. As for the lowest unoccupied orbital energy: -0.25 eV. Its SMILES is CO/C(=C\F)C(O)=S. The HOMO energy comes out at -0.3349 Eh.

---

Relative to the most stable one, in eV, the structures come out at arrangement i 0.000; arrangement ii 1.215; arrangement iii 1.802.

---

Arrangement i

The following is a DFT calculation (ωB97M-V with the def2-TZVPD basis set) of a cluster of 2 separate species, H6N2Si in total.

```
! RIJCOSX wB97M-V def2-TZVPD def2/J DEFGRID3
* xyz 0 1
N 1.19 0.91 0.63
N -0.09 0.98 0.07
Si -0.54 -0.66 -0.32
H 1.41 1.92 0.68
H 1.87 0.46 -0.04
H -0.31 1.78 -0.55
H -1.50 -0.61 -1.39
H -0.40 -1.37 0.92
H 1.69 -1.26 -1.46
*
```

The gap between HOMO and LUMO is 8.29 eV. As for the lowest unoccupied orbital energy: 0.02 eV. The HOMO energy comes out at -0.3039 Eh.

---

Arrangement ii

The following is a DFT calculation (ωB97M-V with the def2-TZVPD basis set) of the molecule H6N2Si.

```
! RIJCOSX wB97M-V def2-TZVPD def2/J DEFGRID3
* xyz 0 1
N -0.84 1.24 -0.59
N 0.40 0.61 -0.07
Si 0.33 -0.97 0.48
H -1.54 0.58 -0.19
H -0.81 1.39 -1.56
H 0.97 1.38 0.23
H -0.87 -1.72 0.80
H 1.34 -0.90 1.56
H 1.03 -1.61 -0.67
*
```

The gap between HOMO and LUMO is 9.61 eV. As for the lowest unoccupied orbital energy: 1.00 eV. Its SMILES is NN[SiH3]. The HOMO energy comes out at -0.3165 Eh.

---

Relative to the most stable one, in eV, the structures come out at arrangement i 2.480; arrangement ii 0.000.